--- a ---
ORCA calculation (ωB97M-V with the def2-TZVPD basis set) on 4 unconnected molecules or ions with the total composition C2H14NO3.

Geometry (Å):
C -0.120 0.180 2.145
N -0.571 -1.007 1.429
C -0.825 -2.082 2.321
H -0.721 0.353 3.082
H -0.385 1.098 1.537
H 0.879 -0.170 2.463
H -1.368 -0.818 0.758
H 0.160 -1.154 0.729
H -1.145 -1.485 3.247
H -1.660 -2.784 2.162
H 0.062 -2.570 2.655
H -0.369 0.157 -2.223
H 0.829 0.336 -1.336
O -0.085 -0.028 -1.250
H -2.226 0.345 -3.945
H -2.028 1.700 -3.519
O -1.622 0.860 -3.307
H 3.868 1.564 -2.430
H 3.637 3.084 -2.666
O 3.689 2.419 -1.852

Summary:
**Multiplicity**: 2
**Orbital gap (spin up / spin down)**: 3.187 / 11.294 eV
**<S²>**: 0.75
**HOMO energy (spin up / spin down)**: -2.651 / -10.902 eV
**Charge**: 0
**LUMO energy (spin up / spin down)**: 0.54 / 0.39 eV



--- b ---
ORCA calculation (ωB97M-V with the def2-TZVPD basis set) on 4 unconnected molecules or ions with the total composition C2H14NO3.

Geometry (Å):
C 1.660 -1.050 1.189
N 1.722 -0.267 -0.109
C 0.773 -0.833 -1.112
H 2.195 -0.406 1.983
H 0.585 -1.106 1.358
H 2.072 -2.060 0.955
H 2.702 -0.250 -0.423
H 1.580 0.753 0.143
H 1.437 -1.603 -1.663
H 0.472 -0.120 -1.879
H -0.117 -1.281 -0.719
H 0.033 2.425 -0.208
H 1.150 3.223 -0.918
O 0.915 2.349 -0.592
H -2.357 1.451 1.523
H -2.206 0.648 0.144
O -1.699 1.238 0.726
H -3.417 -1.680 0.256
H -4.213 -0.566 -0.391
O -3.288 -0.865 -0.263

Summary:
**Multiplicity**: 2
**Orbital gap (spin up / spin down)**: 2.719 / 11.539 eV
**<S²>**: 0.75
**HOMO energy (spin up / spin down)**: -2.527 / -11.487 eV
**Charge**: 0
**LUMO energy (spin up / spin down)**: 0.19 / 0.05 eV



Stability ranking, top entry: b; the second entry is 28.7 kcal/mol less favorable.